{
  "formula": "C6H11IN2",
  "method": "ωB97M-V/def2-TZVPD",
  "species": ["I", "C", "C", "N", "C", "C", "N", "C", "C", "H", "H", "H", "H", "H", "H", "H", "H", "H", "H", "H"],
  "positions_angstrom": [[-21.22287, -9.81537, 1.12773], [-20.03927, -9.16123, -2.53455], [-20.39864, -7.74968, -3.06636], [-19.45381, -7.19514, -3.94038], [-19.10108, -7.64109, -5.17214], [-18.07857, -6.89953, -5.67121], [-17.98733, -5.79501, -4.91418], [-18.67400, -6.10237, -3.72601], [-17.13811, -4.56452, -5.11965], [-19.05586, -9.18307, -2.06496], [-20.12144, -9.93545, -3.29740], [-20.78838, -9.38676, -1.77556], [-20.52709, -7.24927, -2.10658], [-21.37503, -7.79601, -3.54866], [-19.75717, -8.41175, -5.54901], [-17.40782, -7.05431, -6.50340], [-18.90997, -5.43754, -2.90826], [-16.31974, -4.57046, -4.39970], [-17.69344, -3.64108, -4.95542], [-16.84436, -4.58084, -6.16919]],
  "multiplicity": 2,
  "charge": 1,
  "largest_force_ha_per_bohr": 0.093,
  "e_lumo_ev": [-3.43, -5.67]
}